Molecular formula: C55H59BiCl2Ge2O5S4
Method: DFT, ωB97M-V with the def2-TZVPD basis set

Net charge: 0
Relative energy (zero: lowest compared OMol25 entry of this formula, charge and spin), kcal/mol: 36.53
Multiplicity: 1

```
128
Properties=species:S:1:pos:R:3:forces:R:3:mulliken_charge:R:1
Bi 13.58240 11.28281 10.36646 -0.4 -0.6 0.7 2.2559
C 17.15634 11.23078 18.61294 -1.5 1.2 0.1 -1.5637
C 15.82854 10.76287 17.98121 -0.3 -0.1 0.4 0.9955
C 15.76926 9.62654 17.19299 -0.4 -0.2 -0.4 -1.0873
C 14.56248 9.15980 16.61736 0.1 1.9 1.9 1.5329
C 14.51174 7.93303 15.83200 -0.9 -0.4 -0.4 -1.7020
C 13.38688 9.86970 16.94701 -0.1 -0.3 -0.3 -0.2367
C 13.39839 10.99404 17.78362 -0.4 0.2 -0.5 0.6075
C 12.14168 11.82636 17.99325 -0.6 -0.3 0.4 -1.3656
C 14.60744 11.39813 18.29180 1.7 0.9 0.5 -0.4468
C 12.06231 9.45306 16.38621 0.1 -0.6 -0.5 -0.6985
C 11.22449 8.57535 17.07906 0.3 -0.4 0.6 0.2633
C 10.02700 8.10735 16.55356 0.9 0.6 0.5 -0.9589
C 9.64100 8.54771 15.31578 -0.4 0.2 0.5 0.2266
C 10.41468 9.45959 14.61755 0.2 -0.4 -1.2 -1.0712
C 11.67517 9.86377 15.10311 -0.4 0.5 -0.1 -0.3648
Ge 12.90492 10.94238 13.95090 0.3 -0.3 0.3 0.7702
S 13.88048 9.61626 12.51288 0.0 0.3 -0.7 -0.8146
S 12.03404 12.62374 12.74425 -0.7 0.2 -0.3 -0.5614
Ge 14.02180 13.61681 13.04404 0.2 -0.6 1.0 -0.5787
S 15.05408 13.20246 11.15397 0.2 0.3 0.0 -0.0320
S 14.54854 12.24839 14.81783 -0.5 0.1 -0.6 0.2569
C 14.04774 15.48173 13.63108 -0.8 1.1 0.2 -1.3785
C 15.15246 15.99179 14.31086 1.6 0.2 -1.0 0.6597
C 15.23105 17.31112 14.75224 -1.3 0.2 0.5 -0.2727
C 14.12032 18.15999 14.61660 0.6 -0.2 0.1 -1.1087
C 12.99712 17.69597 13.95757 1.2 -1.0 -0.1 0.1759
C 12.98205 16.36938 13.45477 0.1 0.8 0.7 -0.6145
C 11.76180 16.03113 12.74215 -0.5 0.3 -2.3 0.6854
C 11.64313 16.37420 11.39117 -0.2 0.0 -0.6 1.0975
C 12.78561 17.00950 10.61716 -0.3 0.9 0.2 -1.7156
C 10.41904 16.13507 10.73156 0.8 -0.4 0.6 -1.1113
C 9.31779 15.55533 11.34843 0.0 0.0 1.0 1.3314
C 7.99138 15.48599 10.62699 -1.0 1.4 1.6 -1.7387
C 9.45617 15.23781 12.71886 0.1 0.9 -0.7 -0.4785
C 10.65790 15.51698 13.37102 -0.9 -1.1 1.4 0.5037
C 10.85571 15.17386 14.82449 0.1 -1.4 -0.7 -1.5846
C 16.41909 15.20221 14.23241 0.1 -0.1 1.6 0.6563
C 17.20322 15.22927 13.08182 0.7 -0.5 -0.9 0.9674
C 16.82764 16.09688 11.89996 0.1 -0.2 1.3 -1.4976
C 18.37193 14.46384 13.01887 -0.1 0.0 1.2 -0.9185
C 18.75979 13.66150 14.11644 0.0 -0.1 -1.4 0.4210
C 19.93859 12.72575 13.99913 -0.1 0.2 -0.4 -1.5693
C 17.96235 13.65015 15.22425 -1.2 1.1 0.7 -1.0009
C 16.84203 14.48924 15.36959 0.3 -0.7 -1.5 0.9226
C 16.06268 14.53073 16.64583 -0.1 0.3 -0.6 -1.1465
C 9.85138 9.94056 13.30342 0.4 -1.2 -0.1 1.0493
C 9.95713 9.18791 12.12079 0.2 0.4 -1.0 0.9904
C 10.59514 7.81017 12.08791 -1.5 -0.2 -1.7 -1.5664
C 9.54647 9.77414 10.87942 0.1 -0.1 1.5 -1.0266
C 8.95010 11.05028 10.88298 -0.2 -0.7 -0.4 0.6467
C 8.47032 11.70228 9.59190 -1.3 -1.2 0.6 -1.4026
C 8.64382 11.63869 12.11278 0.5 -0.2 0.1 -0.1084
C 9.09333 11.08454 13.32124 -0.3 1.2 -1.0 0.6886
C 8.81052 11.73650 14.62956 -0.5 -0.9 0.1 -1.7159
H 17.79149 10.36457 18.75575 0.3 0.1 0.1 0.4586
H 16.88672 11.73056 19.59443 0.6 -0.7 -1.0 0.3604
H 17.65896 12.02274 17.99177 -0.3 -0.9 0.5 0.2371
H 16.67224 9.04560 17.04959 0.1 0.0 -0.2 0.4163
H 13.63728 7.35418 16.15254 0.1 0.0 -0.6 0.3205
H 15.36620 7.34168 15.98164 1.3 -0.8 0.4 0.6330
H 14.52347 8.13910 14.76968 -0.5 0.0 -0.4 0.0411
H 12.35912 12.60383 18.75435 -0.3 -0.3 -0.5 0.4355
H 11.25087 11.22028 18.31335 1.0 0.4 0.0 0.2942
H 11.77077 12.28590 17.05274 0.6 0.0 0.4 0.0655
H 14.72681 12.28693 18.93475 -0.6 -0.4 -0.3 0.2510
H 11.54833 8.18938 18.04640 0.0 0.3 -0.1 0.4504
H 9.37750 7.48833 17.13922 -0.1 -0.4 0.2 0.4806
H 8.65040 8.24304 15.02519 -0.1 0.1 -0.8 0.4955
H 16.08525 17.69183 15.30273 0.2 -0.3 -0.3 0.5236
H 14.18802 19.18051 15.00563 -0.2 -0.3 -0.2 0.3961
H 12.17077 18.34509 13.76077 -0.5 0.2 0.0 0.6260
H 13.53874 16.30832 10.32360 0.3 -0.9 -0.4 0.2195
H 13.37944 17.71211 11.21733 -0.5 0.1 0.0 0.3284
H 12.43029 17.54908 9.71968 0.1 -0.3 0.4 0.4805
H 10.37857 16.37886 9.69726 -0.2 0.3 -0.8 0.3224
H 8.11257 15.76196 9.61248 0.2 0.3 -1.1 0.4116
H 7.28041 16.28128 11.08988 1.1 -1.4 -0.7 0.3374
H 7.47094 14.53616 10.62113 0.1 -0.3 0.4 0.2720
H 8.57970 14.95528 13.30171 0.3 -0.3 -0.1 0.4598
H 9.95492 14.77972 15.28655 -0.1 0.2 0.2 0.4094
H 11.29831 15.98420 15.34152 0.0 1.0 0.8 0.5622
H 11.63338 14.38166 14.87700 -0.5 0.2 0.1 -0.0907
H 15.86178 15.84184 11.52063 -0.7 -0.1 -0.3 0.0473
H 17.54209 16.01348 11.11572 0.6 -0.1 -0.6 0.5065
H 16.80385 17.10890 12.27240 -0.1 0.6 -0.2 0.4095
H 19.03238 14.52135 12.16232 -0.1 0.0 -0.2 0.4377
H 19.68416 11.94779 13.25482 0.2 0.2 0.4 0.2467
H 20.13015 12.25052 14.96863 0.2 0.1 -0.3 0.3679
H 20.82611 13.28044 13.62465 -0.4 -0.5 0.4 0.3672
H 18.13733 12.99453 16.04217 0.6 -0.5 0.6 0.1950
H 16.44849 13.79095 17.32529 0.2 -0.1 0.5 0.2480
H 15.01131 14.28824 16.46604 0.1 0.3 0.1 0.2364
H 16.16614 15.54899 17.03293 -0.2 -0.2 0.4 0.4408
H 9.95025 6.96463 12.43232 0.4 0.9 0.2 0.2498
H 11.52758 7.83328 12.58629 1.0 -0.3 0.6 0.3094
H 10.74000 7.58334 11.00417 0.3 0.0 0.8 0.3169
H 9.69148 9.17003 9.96954 -0.1 0.6 0.4 0.2246
H 8.49196 11.00124 8.73664 0.4 0.5 0.4 0.3611
H 8.93453 12.64141 9.38931 0.7 0.5 -0.3 0.1487
H 7.40076 11.92616 9.75261 0.3 0.0 -0.2 0.4409
H 8.10304 12.58308 12.13204 0.0 -0.1 0.0 0.1469
H 7.98646 12.41741 14.54137 -0.2 0.6 0.0 0.5647
H 9.69655 12.18254 15.03818 0.4 0.5 0.3 -0.0257
H 8.50887 10.94333 15.32138 0.0 0.3 0.2 0.4196
Cl 20.34495 9.66372 7.03534 -0.4 0.1 0.3 -0.2385
C 18.78550 9.82020 7.84231 -0.1 0.3 -0.7 0.1047
C 18.30657 8.71750 8.56291 0.8 -0.1 -0.1 -0.5170
C 17.09059 8.76888 9.18240 0.5 0.0 -0.9 0.5937
Cl 16.47616 7.37468 9.96049 -0.1 0.0 0.3 -0.1863
C 16.29256 9.91594 9.02873 -1.6 0.3 1.2 0.4163
O 15.12281 9.90284 9.64246 0.7 0.0 -0.6 -0.9349
C 16.72016 10.99711 8.23299 0.7 -0.8 -0.2 0.7454
C 15.87228 12.09446 7.90948 -0.8 0.9 0.2 -0.3850
O 14.75050 12.34868 8.37515 0.6 -0.2 -0.6 -0.6425
C 17.99126 10.92443 7.61679 0.6 0.3 0.0 -0.9294
H 18.93638 7.82484 8.59308 -0.3 0.3 0.2 0.4035
H 16.28599 12.80039 7.16091 -0.1 -0.2 0.1 0.2840
H 18.35822 11.76053 6.98649 -0.3 -0.7 0.5 0.3352
O 12.92027 8.45745 9.09571 0.6 -0.3 0.7 -0.6723
H 12.94705 7.81351 9.83397 -0.2 0.5 -0.5 0.2826
H 13.85911 8.75353 9.08100 -0.5 -0.2 -0.1 0.3738
O 17.35186 10.88999 11.51991 -0.1 -0.2 0.3 -0.5692
H 17.51705 11.74887 11.10236 -0.5 -0.2 0.5 0.2815
H 16.54506 10.94868 12.07987 0.7 0.3 -0.6 0.2742
O 11.75267 13.30717 9.14224 1.6 0.1 -1.2 -0.6612
H 11.30653 13.91912 9.71399 -0.4 0.7 0.7 0.2341
H 12.47898 13.83483 8.71261 -1.0 -0.7 0.6 0.2834
```
Positions in Å, forces in eV/Å.